{"formula": "C44H38N2O2P2STi", "method": "ωB97M-V with the def2-TZVPD basis set", "total_charge": 3, "spin_multiplicity": 2, "de_lowest_kj_mol": 41.4, "symbols": ["Ti", "O", "S", "C", "C", "C", "C", "C", "C", "P", "C", "C", "C", "C", "C", "C", "C", "C", "C", "C", "C", "C", "C", "C", "C", "C", "C", "C", "P", "C", "C", "C", "C", "C", "C", "C", "C", "C", "C", "C", "C", "H", "H", "H", "H", "H", "H", "H", "H", "H", "H", "H", "H", "H", "H", "H", "H", "H", "H", "H", "H", "H", "H", "H", "H", "H", "H", "H", "H", "C", "C", "O", "N", "C", "C", "C", "C", "C", "C", "N", "H", "H", "H", "H", "H", "H", "H", "H", "H", "H"], "xyz": [[-0.229974, 0.137182, -0.150285], [1.667503, 0.016069, -0.001481], [1.713672, -1.580988, -0.093094], [2.697681, -1.802677, -1.536295], [3.864287, -2.544224, -1.618346], [4.463621, -2.695966, -2.862558], [3.890014, -2.127050, -3.984062], [2.718626, -1.376330, -3.878247], [2.091483, -1.193880, -2.657583], [0.608257, -0.086264, -2.572798], [1.291965, 1.607790, -2.641793], [2.653947, 1.889927, -2.580899], [3.097516, 3.209249, -2.569822], [2.185904, 4.256319, -2.615191], [0.822287, 3.986327, -2.672339], [0.379370, 2.670264, -2.678567], [-0.323251, -0.321970, -4.091627], [-1.242045, -1.378249, -4.125646], [-1.982467, -1.624610, -5.274179], [-1.816503, -0.808315, -6.388611], [-0.909445, 0.244728, -6.361000], [-0.159601, 0.492228, -5.215072], [2.346362, -2.000932, 1.496556], [3.426433, -2.840168, 1.718719], [3.792896, -3.116800, 3.028830], [3.089377, -2.556399, 4.080802], [1.997611, -1.728278, 3.836029], [1.573795, -1.453020, 2.542961], [0.103249, -0.347302, 2.337841], [0.502820, 1.080664, 3.390461], [1.511800, 1.944502, 2.944273], [1.878381, 3.044560, 3.705186], [1.238695, 3.292386, 4.916784], [0.243767, 2.436212, 5.367585], [-0.127442, 1.327630, 4.608340], [-1.301539, -1.198427, 3.091763], [-1.221060, -2.457974, 3.677883], [-2.363508, -3.058304, 4.201299], [-3.587007, -2.405763, 4.139011], [-3.679659, -1.149940, 3.542302], [-2.543281, -0.552570, 3.013704], [4.323229, -2.998606, -0.760524], [5.380880, -3.268338, -2.944602], [4.355161, -2.262533, -4.955137], [2.288571, -0.928662, -4.767050], [3.380914, 1.087462, -2.553339], [4.161176, 3.418414, -2.537939], [2.537534, 5.282985, -2.616642], [0.108773, 4.801395, -2.731934], [-0.682300, 2.470562, -2.759346], [-1.357768, -2.027430, -3.264259], [-2.681917, -2.453783, -5.307698], [-2.395125, -0.997760, -7.286707], [-0.780314, 0.873021, -7.236899], [0.549694, 1.311235, -5.204029], [3.985462, -3.282981, 0.915268], [4.640929, -3.766105, 3.218684], [3.386508, -2.765432, 5.103111], [1.464805, -1.285833, 4.672584], [2.037748, 1.741489, 2.020278], [2.671493, 3.702240, 3.364512], [1.526613, 4.150585, 5.514223], [-0.241636, 2.622839, 6.318959], [-0.899510, 0.662775, 4.977470], [-0.272414, -2.982266, 3.730867], [-2.292878, -4.035090, 4.666130], [-4.470778, -2.870512, 4.563203], [-4.634955, -0.635141, 3.506727], [-2.618879, 0.435077, 2.569880], [-3.032159, -2.994200, 0.456811], [-2.618500, -1.676413, -0.085547], [-1.384248, -1.386350, -0.228952], [-3.524816, -0.800083, -0.442808], [-3.230714, 0.437540, -1.174471], [-2.765641, 1.630846, -0.353815], [-3.623997, 2.659820, -0.046089], [-3.132654, 3.793355, 0.588787], [-1.786442, 3.878837, 0.888870], [-0.981889, 2.810852, 0.580527], [-1.460451, 1.703031, -0.017991], [-2.176918, -3.659047, 0.500043], [-3.817934, -3.434760, -0.157416], [-3.420021, -2.847505, 1.472798], [-4.491036, -1.051423, -0.295549], [-4.138328, 0.707840, -1.700864], [-2.493731, 0.208794, -1.934909], [-4.670286, 2.586634, -0.323239], [-3.799079, 4.614489, 0.829265], [-1.360077, 4.755470, 1.359011], [0.073345, 2.833036, 0.798912]], "forces_ev_per_a": [[1.2, -1.4, -0.3], [0.8, -0.1, 0.0], [-0.2, 0.7, 0.0], [0.0, -0.1, -0.1], [-0.1, 0.1, -0.2], [0.1, -0.1, -0.1], [0.0, 0.0, -0.1], [0.1, 0.0, -0.1], [0.0, 0.0, 0.0], [0.4, 0.4, -0.4], [0.0, 0.0, 0.0], [0.1, 0.0, 0.0], [0.0, 0.0, 0.0], [0.0, 0.0, 0.0], [0.0, -0.1, 0.0], [0.1, 0.0, 0.0], [-0.2, -0.2, -0.1], [0.0, 0.0, -0.1], [0.0, 0.0, 0.1], [0.0, 0.0, 0.0], [0.0, 0.0, 0.1], [0.0, -0.1, -0.1], [0.0, -0.1, 0.1], [-0.1, 0.1, 0.2], [0.1, -0.1, 0.1], [0.0, 0.0, 0.1], [0.0, 0.0, 0.1], [0.1, 0.0, 0.0], [0.2, 0.1, 0.6], [0.1, 0.0, 0.0], [0.0, 0.0, 0.1], [0.0, 0.0, 0.0], [0.0, 0.0, 0.0], [0.0, -0.1, -0.1], [0.0, 0.1, 0.0], [-0.1, -0.1, 0.0], [0.0, -0.1, 0.0], [0.0, 0.0, 0.0], [-0.1, 0.0, 0.0], [0.1, 0.0, 0.0], [0.0, -0.1, 0.1], [0.0, 0.0, -0.1], [-0.1, 0.1, 0.0], [-0.1, 0.0, 0.1], [0.0, 0.0, 0.0], [0.0, 0.0, 0.0], [-0.1, 0.0, 0.0], [0.0, -0.1, 0.0], [0.1, -0.1, 0.0], [-0.1, 0.0, 0.0], [0.0, 0.0, 0.1], [0.1, 0.1, 0.0], [0.1, 0.0, 0.1], [0.0, -0.1, 0.1], [0.0, 0.0, 0.0], [0.0, 0.0, 0.1], [-0.1, 0.1, 0.0], [0.0, 0.0, -0.1], [0.1, 0.0, 0.0], [0.1, 0.0, -0.1], [-0.1, -0.1, 0.0], [0.0, -0.1, 0.0], [0.0, 0.0, -0.1], [0.0, 0.0, 0.0], [-0.1, 0.0, 0.0], [0.0, 0.1, 0.0], [0.1, 0.0, 0.0], [0.1, 0.0, 0.0], [0.0, 0.1, 0.0], [-0.1, 0.0, 0.1], [0.6, -0.1, 0.0], [-1.2, -0.4, 0.0], [-0.4, 0.4, -0.1], [-0.1, 0.0, 0.4], [-0.1, -0.2, -0.1], [-0.3, 0.1, 0.0], [-0.3, 0.2, 0.0], [0.1, 0.2, 0.1], [-0.2, -0.2, -0.1], [-0.9, 1.0, 0.1], [0.0, 0.0, 0.0], [0.0, 0.0, 0.0], [0.1, -0.1, -0.1], [-0.1, 0.0, -0.1], [-0.1, 0.1, 0.0], [0.3, -0.1, -0.3], [0.1, 0.1, 0.0], [0.0, -0.1, 0.0], [0.0, 0.0, 0.0], [0.2, -0.1, 0.1]], "mulliken_charge": [0.03, -0.30, 1.87, 1.35, -0.61, -1.10, -0.88, -0.61, -1.12, 1.88, 0.71, -0.63, -0.78, -0.69, -0.86, -0.55, 0.69, -0.52, -0.81, -0.62, -0.74, -0.25, 1.10, -0.64, -1.02, -0.84, -0.41, -1.21, 2.37, 0.78, -0.78, -0.77, -0.65, -0.71, -0.44, 0.33, -0.81, -0.67, -0.78, -0.76, -0.45, 0.35, 0.45, 0.46, 0.54, 0.38, 0.48, 0.46, 0.51, 0.59, 0.46, 0.46, 0.44, 0.46, 0.49, 0.45, 0.46, 0.47, 0.63, 0.49, 0.49, 0.45, 0.48, 0.40, 0.46, 0.47, 0.42, 0.47, 0.46, -1.49, 0.45, 0.00, 0.17, -1.19, 0.66, -0.90, -0.71, -1.21, -0.48, 1.20, 0.30, 0.55, 0.25, 0.36, 0.83, -0.41, 0.63, 0.48, 0.60, 0.68]}



{"formula": "C44H38N3O10", "method": "ωB97M-V with the def2-TZVPD basis set", "total_charge": 1, "energy_ev": -71173.126, "symbols": ["C", "C", "N", "C", "C", "C", "C", "O", "O", "C", "N", "C", "O", "C", "N", "C", "C", "C", "C", "O", "C", "O", "C", "C", "O", "H", "H", "H", "H", "H", "H", "H", "H", "H", "H", "H", "H", "H", "H", "H", "H", "H", "H", "H", "H", "H", "H", "C", "C", "C", "C", "C", "C", "C", "O", "C", "C", "C", "C", "C", "C", "C", "O", "H", "H", "H", "H", "H", "H", "H", "H", "C", "C", "C", "C", "C", "C", "C", "O", "C", "C", "C", "C", "C", "C", "C", "O", "H", "H", "H", "H", "H", "H", "H", "H"], "xyz": [[1.527493, 0.153217, 2.844894], [0.921171, 1.251607, 3.280602], [0.809675, 2.569936, 3.993156], [1.035772, 3.651638, 3.230080], [1.365229, 3.822060, 1.669947], [-0.023303, 4.382749, 0.974108], [-0.887906, 3.190278, 0.285938], [-1.293456, 3.400342, -0.913737], [-1.236392, 1.957078, 0.955919], [0.941332, 4.987206, 4.129570], [0.600118, 6.295690, 3.497309], [-0.013269, 4.391934, 5.303485], [0.197432, 5.285811, 6.439371], [-1.046941, 5.966073, 6.738745], [-2.196254, 6.326721, 7.005490], [0.479537, 2.830309, 5.450217], [1.622552, 2.586517, 6.562959], [1.595449, 1.122455, 7.252888], [0.468967, 0.988977, 8.424040], [0.987360, 0.449977, 9.671621], [-0.956134, 2.067105, 5.603748], [-1.895404, 2.763022, 6.475162], [-3.179282, 2.816232, 5.764296], [-4.213077, 1.588606, 6.012749], [-3.491461, 3.741140, 4.947305], [2.094511, -0.757697, 2.394279], [1.607687, 2.826530, 1.146848], [2.150391, 4.646562, 1.508357], [0.161887, 5.248087, 0.242664], [-0.716448, 4.815839, 1.809867], [-2.110549, 2.082747, 1.417770], [1.928722, 5.182732, 4.711166], [1.198698, 7.035969, 3.896061], [-0.392770, 6.476622, 3.766988], [-1.073368, 4.561479, 4.838849], [1.570170, 3.360192, 7.427679], [2.643026, 2.774013, 6.023261], [1.435141, 0.317468, 6.422305], [2.641840, 0.929339, 7.723141], [0.041941, 2.063921, 8.593849], [-0.369796, 0.322080, 7.988964], [0.405160, 0.836357, 10.373225], [-0.808752, 0.955711, 5.935904], [-1.444107, 2.017366, 4.547515], [-4.507447, 1.191998, 4.966296], [-5.135937, 1.951546, 6.622048], [-3.652081, 0.756337, 6.600219], [2.116454, -7.763389, -1.071507], [1.116779, -8.101272, -1.981791], [0.188174, -7.145550, -2.383968], [0.249987, -5.850286, -1.866479], [1.236034, -5.518774, -0.936540], [2.177237, -6.475290, -0.548188], [1.281952, -4.164284, -0.343742], [2.146765, -3.871018, 0.468091], [0.259724, -3.172099, -0.741729], [0.256132, -1.908739, -0.147783], [-0.692815, -0.963009, -0.524225], [-1.636116, -1.272323, -1.502242], [-1.639281, -2.532738, -2.092779], [-0.696264, -3.488262, -1.705621], [-0.730156, -4.836590, -2.313291], [-1.558293, -5.110434, -3.166596], [2.846163, -8.507026, -0.765159], [1.062384, -9.110028, -2.380065], [-0.585416, -7.414092, -3.097833], [2.955687, -6.220072, 0.165090], [0.990025, -1.659236, 0.612696], [-0.695738, 0.017039, -0.056060], [-2.372265, -0.531908, -1.801494], [-2.380299, -2.769339, -2.851195], [3.010179, 0.616926, -9.686350], [3.271264, -0.681994, -10.118494], [2.417409, -1.720779, -9.759388], [1.304736, -1.464491, -8.955573], [1.057129, -0.168506, -8.502901], [1.906091, 0.875075, -8.879439], [-0.090383, 0.107530, -7.610206], [-0.309801, 1.241794, -7.216531], [-0.962261, -1.013152, -7.195095], [-2.014668, -0.777911, -6.307093], [-2.848411, -1.824233, -5.921383], [-2.640039, -3.105823, -6.427682], [-1.589248, -3.344999, -7.308148], [-0.742379, -2.299959, -7.685715], [0.393061, -2.571847, -8.593933], [0.578947, -3.694748, -9.034320], [3.671668, 1.428633, -9.974462], [4.140016, -0.884829, -10.737702], [2.623675, -2.730228, -10.103887], [1.711320, 1.888890, -8.541523], [-2.185180, 0.219216, -5.910608], [-3.662967, -1.640097, -5.226705], [-3.294792, -3.920325, -6.132195], [-1.429347, -4.347306, -7.695373]], "forces_ev_per_a": [[-2.9, 6.2, 2.3], [4.4, -5.2, -0.8], [1.5, -0.4, -3.9], [0.7, 1.5, 0.2], [-1.5, -0.4, 0.2], [-0.9, -0.8, 1.3], [-1.8, 1.6, -5.2], [2.0, -1.4, 6.2], [0.1, 2.7, 0.2], [1.0, -1.0, 1.5], [-0.8, -1.6, 1.2], [0.6, 1.5, -2.6], [-4.2, 1.2, 0.4], [-3.6, -0.5, 1.0], [7.5, -2.0, -1.8], [-3.2, 1.2, 1.1], [0.7, -0.2, -0.2], [0.4, -0.3, 0.0], [-0.3, 0.8, -1.1], [-1.1, 1.2, -0.8], [0.1, -1.6, -0.6], [-0.9, -0.4, -2.0], [-2.4, 2.2, -2.4], [1.2, 0.1, 0.4], [2.4, -4.1, 4.0], [-1.6, 2.0, 1.0], [0.0, 1.6, 1.1], [-1.1, -1.5, 0.6], [-0.2, -1.8, 0.9], [1.2, -0.7, -1.5], [1.1, -0.1, -0.8], [-1.1, -0.9, -1.3], [-0.6, -0.6, -0.3], [1.1, 0.3, -0.6], [1.5, -1.0, 1.4], [-0.3, -1.1, -1.8], [-1.8, -0.4, 1.0], [0.3, 1.3, 1.6], [-1.9, 0.4, -0.8], [0.6, -1.9, -0.2], [1.1, 1.0, 1.0], [0.9, -0.6, -0.8], [-0.2, 2.1, -0.4], [1.1, 0.1, 1.6], [0.3, 0.8, 1.9], [1.7, -0.6, -1.3], [-1.1, 1.5, -1.0], [-0.1, 0.2, 0.0], [-0.1, 0.2, 0.0], [0.1, -0.2, 0.0], [0.2, -0.4, 0.1], [0.1, -0.3, 0.0], [0.0, -0.2, -0.1], [0.8, 0.1, 0.6], [-0.3, 0.0, -0.2], [-0.2, 0.4, 0.0], [-0.3, 0.2, -0.1], [0.2, -0.2, 0.1], [0.1, -0.3, -0.1], [-0.1, 0.3, 0.1], [-0.1, 0.5, 0.1], [-0.7, -0.4, -0.8], [0.3, 0.2, 0.3], [-0.1, 0.1, 0.0], [0.0, 0.1, 0.0], [0.1, 0.2, 0.1], [-0.2, 0.1, -0.1], [-0.1, -0.2, -0.2], [0.0, -0.2, -0.1], [0.1, -0.1, 0.0], [0.2, -0.1, 0.1], [-0.2, -0.1, 0.1], [-0.2, -0.1, 0.1], [0.2, 0.1, -0.1], [0.3, 0.2, -0.2], [0.3, 0.1, -0.2], [0.2, 0.0, -0.1], [-0.2, 1.0, 0.3], [0.1, -0.4, -0.1], [-0.3, -0.2, 0.2], [-0.2, -0.2, 0.1], [0.2, 0.1, -0.1], [0.2, 0.0, -0.1], [-0.2, 0.0, 0.2], [-0.4, -0.1, 0.3], [0.2, -1.1, -0.4], [-0.1, 0.4, 0.2], [-0.1, -0.1, 0.0], [-0.1, 0.0, 0.1], [-0.2, 0.1, 0.1], [-0.1, -0.2, 0.0], [0.2, -0.1, -0.2], [0.1, 0.0, -0.1], [0.1, 0.1, 0.0], [0.1, 0.2, 0.0]], "mulliken_charge": [-0.37, -0.53, 0.48, 0.27, -0.75, -0.25, 0.32, -0.53, -0.38, -0.43, -0.43, -0.50, -0.40, 0.49, -0.45, 0.72, -0.68, -0.58, -0.20, -0.54, -0.89, -0.24, 0.60, -0.90, -0.48, 0.53, 0.40, 0.38, 0.35, 0.24, 0.32, 0.46, 0.35, 0.34, 0.63, 0.34, 0.40, 0.25, 0.38, 0.24, 0.14, 0.36, 0.25, 0.43, 0.29, 0.34, 0.26, -0.50, -0.49, -0.49, 0.15, 0.11, -0.52, 0.52, -0.70, 0.49, -0.93, 0.10, -0.75, -0.57, 0.24, 0.61, -0.67, 0.40, 0.41, 0.47, 0.45, 0.13, 0.54, 0.49, 0.48, -0.46, -0.46, -0.55, 0.22, 0.21, -0.56, 0.54, -0.68, 0.30, -0.65, -0.50, -0.44, -0.68, 0.24, 0.58, -0.67, 0.39, 0.40, 0.46, 0.45, 0.48, 0.50, 0.41, 0.47]}